(1)
# C26H53N2O7

7 unconnected molecules or ions with the total composition C26H53N2O7 (ωB97M-V/def2-TZVPD, OMol25).

The geometry in ORCA input format:
```
! RIJCOSX wB97M-V def2-TZVPD def2/J DEFGRID3
* xyz 1 1
O 4.862 -4.342 3.959
O -3.871 2.099 -6.458
O 4.676 -3.270 9.418
O -1.598 -0.252 -8.560
O 1.289 3.877 3.092
O 1.530 -1.495 1.989
O -0.338 -3.702 -0.075
N -0.778 3.904 0.905
N -1.282 1.877 0.404
C -2.915 2.092 -1.497
C 1.560 5.390 3.364
C 3.531 -3.940 9.941
C -2.028 2.665 -0.447
C -0.148 5.085 1.506
C -0.490 0.837 -4.832
C -1.202 0.448 -9.739
C -1.706 0.323 -2.818
C -0.891 2.162 -4.698
C 0.283 4.811 2.952
C 0.543 -0.647 4.046
C 0.863 -5.169 1.445
C -0.534 2.638 1.199
C -5.698 2.496 -4.889
C -2.394 0.969 -10.517
C 5.090 -3.619 5.167
C 0.375 0.414 -5.982
C 1.788 -0.760 3.187
C 3.843 -3.513 6.022
C -0.914 -0.073 -3.879
C -2.090 1.646 -2.689
C 2.629 -3.009 10.728
C 0.693 -4.692 0.017
C -4.968 1.504 -5.777
C -1.677 2.564 -3.639
C -1.706 3.941 -0.121
H 1.891 5.343 4.391
H 5.174 -2.912 10.159
H -2.146 -0.996 -8.828
H 3.465 -4.506 6.266
H -0.510 4.814 3.705
H -5.632 1.121 -6.550
H 2.571 -1.298 3.717
H 0.168 -1.638 4.300
H 0.740 5.339 0.932
H 0.394 -5.510 -0.636
H 0.747 -0.102 4.968
H -3.259 2.423 -5.790
H 0.154 2.263 1.935
H -0.864 5.902 1.498
H -2.075 4.854 -0.550
H -6.058 3.340 -5.478
H -3.642 2.845 -1.794
H 2.173 0.232 2.927
H 5.872 -4.160 5.697
H 0.849 -1.024 1.501
H 1.131 -4.331 2.093
H 5.473 -2.620 4.928
H -6.549 2.029 -4.391
H -3.466 1.243 -1.092
H 1.148 1.165 -6.142
H -1.278 0.870 0.436
H 1.628 -4.274 -0.367
H -0.063 -2.972 0.486
H -4.616 0.653 -5.182
H -1.964 3.606 -3.556
H -5.024 2.890 -4.122
H 4.047 -2.978 6.950
H -2.030 -0.418 -2.097
H -0.576 1.273 -9.400
H -0.573 2.898 -5.424
H -0.071 -5.588 1.821
H 3.850 -4.779 10.568
H 1.749 -3.536 11.099
H 1.640 -5.929 1.521
H 2.365 5.557 2.663
H -0.201 0.291 -6.894
H 2.302 -2.179 10.102
H 3.050 -2.987 5.479
H -2.073 1.522 -11.401
H 4.184 -3.882 3.457
H 3.005 -4.347 9.079
H -2.996 1.626 -9.889
H -0.616 -1.108 -3.958
H -0.254 -0.125 3.505
H -3.031 0.144 -10.844
H 3.160 -2.589 11.586
H 0.899 -0.508 -5.738
H -0.590 -0.206 -10.369
*
```

The value obtained for the highest occupied orbital energy is -11.5 eV. Its frontier orbital gap is 8.81 eV. As for the energy above the lowest of the compared OMol25 structures with the same formula, charge and spin: 21.1 kcal/mol.



(2)
# C26H53N2O7P

3 unconnected molecules or ions with the total composition C26H53N2O7P (ωB97M-V/def2-TZVPD, OMol25).

The geometry in ORCA input format:
```
! RIJCOSX wB97M-V def2-TZVPD def2/J DEFGRID3
* xyz 0 1
P -1.527 2.628 3.942
O -0.781 -5.993 -5.459
O -1.970 -6.504 -2.697
O -2.101 -0.926 -3.142
O -1.367 -8.878 -4.522
O -1.295 1.825 -1.994
O -1.456 1.394 -5.013
O 4.910 2.597 5.620
N -0.270 6.098 5.124
N 1.843 2.375 5.321
C 4.212 5.254 3.479
C -0.607 -9.957 -4.012
C -0.595 -6.379 -3.068
C -3.076 3.551 6.214
C 1.646 2.853 4.238
C -2.578 -8.651 -3.810
C 0.970 3.473 2.916
C -0.325 -5.431 -4.235
C -0.513 5.221 4.336
C -3.196 3.317 4.610
C -0.485 4.086 3.215
C -1.405 -5.053 -6.315
C 5.562 1.667 4.721
C -0.581 0.379 -4.515
C -3.310 -1.641 -3.321
C -2.838 -7.156 -3.627
C -1.240 -0.978 -4.272
C 1.979 4.457 2.142
C 4.269 5.028 5.093
C -1.827 1.388 2.525
C 2.689 5.576 3.052
C -1.953 2.672 -2.930
C -2.469 1.873 -4.127
C -0.122 2.394 -1.446
C 4.553 0.512 4.165
C 5.419 3.944 5.482
H -2.288 2.852 6.688
H -0.097 -5.961 -2.186
H -2.772 4.629 6.487
H -2.786 0.819 2.786
H -2.849 -6.631 -4.582
H -2.070 -4.383 -5.761
H 2.121 5.865 3.999
H -3.147 -2.708 -3.150
H -0.649 -4.479 -6.857
H -3.088 2.545 -4.728
H -2.800 3.133 -2.413
H 6.038 2.146 3.796
H 4.816 6.222 3.293
H -1.285 3.466 -3.289
H 5.124 -0.146 3.405
H -3.844 -7.046 -3.211
H 2.821 3.817 1.674
H 4.526 6.039 5.598
H -0.382 3.115 -0.665
H -0.039 0.728 -3.637
H 1.402 4.907 1.253
H -4.085 3.311 6.711
H 0.173 0.241 -5.297
H 0.470 1.589 -1.005
H -3.127 1.061 -3.813
H -4.031 -1.272 -2.587
H -2.560 -9.137 -2.825
H 0.797 2.565 2.215
H -3.973 2.476 4.466
H 3.232 4.743 5.513
H -0.462 -1.720 -4.055
H 0.756 -5.276 -4.329
H -0.559 -9.931 -2.918
H 0.489 2.873 -2.218
H -1.025 -10.908 -4.351
H -3.514 4.277 4.073
H 4.715 4.417 2.887
H -3.734 -1.474 -4.317
H 0.413 -9.860 -4.392
H 4.168 -0.162 5.008
H 3.656 0.950 3.599
H 5.803 4.273 6.527
H -0.892 0.704 2.511
H -3.390 -9.088 -4.401
H -0.967 4.428 2.225
H -0.144 -7.357 -3.229
H 6.345 1.088 5.354
H -0.802 -4.464 -4.032
H 2.733 6.538 2.404
H -2.014 -5.605 -7.035
H 6.278 4.059 4.736
H -1.777 -1.286 -5.177
H -1.892 2.000 1.560
*
```

The value obtained for the highest occupied orbital energy is -8.3 eV. Its frontier orbital gap is 8.67 eV. The SMILES is CCOCCCCC[C@@H](C#N)[C@H](C#N)P(C)CC.COCCOCCOC.COCCOCCOC.



(3)
# C26H53N6O14

9 unconnected molecules or ions with the total composition C26H53N6O14 (ωB97M-V/def2-TZVPD, OMol25).

The geometry in ORCA input format:
```
! RIJCOSX wB97M-V def2-TZVPD def2/J DEFGRID3
* xyz -2 2
O 0.933 2.327 -4.737
O -4.416 -1.458 -3.949
O 1.897 -4.292 -2.568
O -4.431 0.529 -2.909
O -2.186 -0.084 4.239
O 0.125 1.444 2.327
O 2.279 5.826 -1.718
O -4.703 1.379 3.491
O 0.984 0.496 -3.446
O 1.514 0.505 -5.714
O -1.546 1.645 0.985
O -2.512 -0.535 -2.938
O 4.947 1.393 1.418
O 2.686 -6.158 2.057
N -1.956 -1.849 5.577
N 2.923 2.120 2.078
N 1.940 -2.029 -2.306
N -4.428 -0.022 1.770
N 0.578 5.226 -0.328
N 2.816 -5.281 0.023
C 3.175 3.504 1.591
C 1.094 1.068 -4.562
C 0.159 -2.967 -3.667
C -0.446 1.163 1.271
C 1.490 1.506 -6.751
C -5.110 0.417 2.855
C -3.483 1.471 -2.619
C 3.828 1.157 1.949
C 0.252 3.979 -1.006
C 3.190 -1.864 -1.622
C -1.221 -1.968 3.259
C 1.362 -3.150 -2.733
C -2.194 0.716 -2.327
C 1.546 6.053 -0.685
C 0.070 0.104 0.345
C 3.444 -0.187 2.561
C 3.550 -6.304 -0.648
C 2.489 -5.226 1.295
C -3.807 -0.561 -3.335
C -1.802 -1.216 4.446
C 1.703 7.292 0.081
C -4.832 -1.111 0.893
C 1.448 2.817 -5.944
C 1.723 -3.930 1.698
C -2.415 -1.236 6.803
C -6.275 -0.407 3.413
H -3.659 0.524 1.409
H 0.139 5.395 0.566
H 2.020 1.933 2.489
H -2.103 0.727 -1.241
H 0.232 3.086 -0.381
H -5.301 -0.642 0.027
H 0.991 -0.408 0.623
H 2.713 4.169 2.320
H 2.445 -4.511 -0.515
H 1.016 3.734 -1.744
H 3.881 -2.703 -1.702
H -0.183 -2.267 3.405
H 1.402 -3.360 0.826
H -1.749 -2.838 5.579
H -3.803 1.917 -1.677
H 2.764 7.397 0.306
H 1.493 -1.201 -2.672
H 0.171 0.642 -0.598
H 1.195 7.248 1.045
H 2.719 3.741 0.630
H 3.949 -7.006 0.084
H 3.375 -1.008 1.847
H -1.528 -0.759 7.219
H 1.487 8.193 -0.493
H -0.693 4.040 -1.547
H -3.256 2.175 -3.420
H -2.809 -2.054 7.405
H 2.397 3.316 -5.748
H -0.729 -2.565 -3.180
H 4.280 -0.367 3.237
H -7.142 -0.303 2.760
H -1.766 -2.877 3.007
H 2.918 -6.853 -1.345
H 4.416 -5.936 -1.199
H -0.069 -3.962 -4.048
H -1.312 1.171 -2.778
H 3.098 -1.588 -0.572
H -3.946 -1.712 0.688
H 2.339 -3.311 2.350
H -5.495 -1.887 1.274
H 0.341 -2.284 -4.497
H 2.382 1.519 -7.377
H 3.720 -1.035 -2.093
H 2.519 -0.197 3.137
H -6.126 -1.476 3.561
H -3.165 -0.503 6.503
H 0.604 1.328 -7.361
H 0.756 -4.113 2.166
H 4.216 3.786 1.431
H -0.603 -0.717 0.098
H -6.533 -0.026 4.402
H 0.798 3.540 -6.434
H -1.189 -1.418 2.318
*
```

The value obtained for the highest occupied orbital energy (spin up / spin down) is 2.0 / -3.6 eV. Its frontier orbital gap (spin up / spin down) is 1.80 / 7.40 eV.